Entry 1:
{
  "formula": "C4H6O2",
  "method": "ωB97M-V with the def2-TZVPD basis set",
  "orbital_gap_ev": 8.56,
  "energy_ev": -8334.7869,
  "molar_mass_g_mol": 86.09,
  "elements": ["C", "C", "O", "C", "O", "C", "H", "H", "H", "H", "H", "H"],
  "coordinates": [[-1.486, 0.114, -0.694], [-0.868, -0.025, 0.703], [0.068, -1.353, 0.540], [0.953, -1.133, -0.306], [0.962, -0.011, -0.936], [-0.180, 0.755, -0.426], [-2.371, 0.745, -0.723], [-1.504, -0.703, -1.414], [0.946, 0.762, 2.076], [1.679, 0.896, 2.143], [1.730, -1.857, -0.541], [0.071, 1.810, -0.423]],
  "nbo_charge": [-0.54, -0.08, -0.42, 0.67, -0.41, -0.06, 0.24, 0.22, 0.03, -0.04, 0.19, 0.22]
}

=====

Entry 2:
{
  "formula": "C4H6O2",
  "method": "ωB97M-V with the def2-TZVPD basis set",
  "orbital_gap_ev": 11.58,
  "smiles": "O=COC1CC1",
  "energy_ev": -8338.6959,
  "molar_mass_g_mol": 86.09,
  "elements": ["O", "C", "C", "C", "C", "O", "H", "H", "H", "H", "H", "H"],
  "coordinates": [[2.146, -1.169, 1.189], [1.761, -0.059, 0.972], [-0.223, 0.672, 0.000], [-0.402, -0.367, -1.074], [-1.500, -0.077, -0.086], [0.479, 0.318, 1.174], [2.410, 0.754, 0.607], [-0.105, 1.714, -0.302], [0.115, -1.322, -1.008], [-0.507, 0.038, -2.078], [-1.592, -0.791, 0.729], [-2.418, 0.409, -0.383]],
  "nbo_charge": [-0.53, 0.66, 0.06, -0.45, -0.42, -0.53, 0.10, 0.20, 0.24, 0.22, 0.24, 0.22]
}

=====

Entry 3:
{
  "formula": "C4H6O2",
  "method": "ωB97M-V with the def2-TZVPD basis set",
  "orbital_gap_ev": 10.62,
  "smiles": "O=CC[C@H]1CO1",
  "energy_ev": -8336.9957,
  "molar_mass_g_mol": 86.09,
  "elements": ["O", "C", "C", "C", "C", "O", "H", "H", "H", "H", "H", "H"],
  "coordinates": [[2.149, 0.055, 1.422], [1.880, 0.156, 0.248], [0.638, -0.233, -0.430], [-0.684, -0.347, 0.340], [-1.860, 0.516, 0.040], [-1.814, -0.834, -0.372], [2.649, 0.243, -0.561], [1.533, -1.022, -0.695], [0.490, 0.112, -1.451], [-0.614, -0.686, 1.375], [-2.601, 0.732, 0.820], [-1.833, 1.264, -0.755]],
  "nbo_charge": [-0.56, 0.37, -0.47, 0.04, -0.10, -0.48, 0.10, 0.28, 0.24, 0.21, 0.19, 0.18]
}

=====

Entry 4:
{
  "formula": "C4H6O2",
  "method": "ωB97M-V with the def2-TZVPD basis set",
  "orbital_gap_ev": 11.10,
  "smiles": "C#C[C@H](O)CO",
  "energy_ev": -8337.7026,
  "molar_mass_g_mol": 86.09,
  "elements": ["O", "C", "C", "O", "C", "C", "H", "H", "H", "H", "H", "H"],
  "coordinates": [[-1.188, 1.198, 0.780], [-0.566, 1.113, -0.478], [0.408, -0.071, -0.623], [1.685, 0.400, -0.212], [-0.034, -1.194, 0.220], [-0.407, -2.034, 0.998], [-0.516, 1.026, 1.454], [0.018, 2.015, -0.708], [-1.368, 1.021, -1.217], [0.436, -0.377, -1.681], [2.301, -0.344, -0.232], [-0.770, -2.752, 1.700]],
  "nbo_charge": [-0.70, -0.06, -0.01, -0.71, -0.04, -0.22, 0.47, 0.18, 0.18, 0.19, 0.48, 0.24]
}

=====

Entry 5:
{
  "formula": "C4H6O2",
  "method": "ωB97M-V with the def2-TZVPD basis set",
  "orbital_gap_ev": 8.64,
  "energy_ev": -8333.2305,
  "molar_mass_g_mol": 86.09,
  "elements": ["C", "O", "C", "C", "O", "C", "H", "H", "H", "H", "H", "H"],
  "coordinates": [[-1.072, -1.172, 0.825], [-1.616, 0.119, 0.500], [-0.459, 0.145, -0.219], [0.564, -0.323, 0.689], [1.759, 1.072, -0.781], [0.687, 1.250, -1.382], [-1.486, -1.958, 0.153], [-1.182, -1.431, 1.859], [1.350, -1.011, 0.395], [0.908, 0.361, 1.504], [0.086, 2.172, -1.197], [0.461, 0.776, -2.347]],
  "nbo_charge": [-0.16, -0.48, 0.36, -0.40, -0.68, 0.14, 0.22, 0.22, 0.24, 0.27, 0.14, 0.14]
}

=====

Entry 6:
{
  "formula": "C4H6O2",
  "method": "ωB97M-V with the def2-TZVPD basis set",
  "orbital_gap_ev": 10.22,
  "smiles": "C/C=C/OC=O",
  "energy_ev": -8337.7328,
  "molar_mass_g_mol": 86.09,
  "elements": ["C", "C", "C", "C", "H", "H", "H", "H", "H", "H", "O", "O"],
  "coordinates": [[2.137, 0.424, 0.019], [0.849, -0.513, 0.032], [-0.427, -0.035, -0.361], [-2.660, -0.243, 0.056], [2.240, 0.906, 0.974], [2.300, 1.118, -0.834], [2.976, -0.255, 0.158], [1.082, -1.642, 0.687], [-0.729, 1.048, -0.808], [-3.561, -0.887, 0.078], [-1.500, -0.902, -0.149], [-2.707, 0.981, 0.147]],
  "nbo_charge": [-0.66, -0.22, 0.04, 0.63, 0.22, 0.23, 0.22, 0.23, 0.25, 0.15, -0.50, -0.58]
}

=====

Entry 7:
{
  "formula": "C4H6O2",
  "method": "ωB97M-V with the def2-TZVPD basis set",
  "orbital_gap_ev": 10.97,
  "smiles": "O=CC[C@@H]1CO1",
  "energy_ev": -8337.9252,
  "molar_mass_g_mol": 86.09,
  "elements": ["C", "C", "O", "C", "C", "O", "H", "H", "H", "H", "H", "H"],
  "coordinates": [[-0.937, 1.597, 0.293], [-0.423, 0.389, -0.303], [-1.730, 0.306, 0.181], [0.539, -0.503, 0.439], [0.934, -1.632, -0.484], [0.819, -1.567, -1.685], [-0.242, 0.426, -1.364], [-0.385, 2.039, 1.144], [-1.481, 2.323, -0.293], [1.442, 0.059, 0.709], [0.111, -0.898, 1.374], [1.354, -2.539, -0.013]],
  "nbo_charge": [-0.13, 0.04, -0.48, -0.55, 0.45, -0.52, 0.20, 0.19, 0.20, 0.24, 0.24, 0.11]
}

=====

Entry 8:
{
  "formula": "C4H6O2",
  "method": "ωB97M-V with the def2-TZVPD basis set",
  "orbital_gap_ev": 11.40,
  "smiles": "O=COC1CC1",
  "energy_ev": -8338.9990,
  "molar_mass_g_mol": 86.09,
  "elements": ["O", "C", "O", "C", "C", "C", "H", "H", "H", "H", "H", "H"],
  "coordinates": [[0.390, -1.383, 1.747], [-0.760, -1.162, 1.479], [-1.255, -0.277, 0.608], [-0.459, 0.629, -0.142], [0.210, 0.184, -1.400], [1.034, 0.652, -0.228], [-1.610, -1.697, 1.930], [-0.972, 1.585, -0.153], [0.219, -0.884, -1.592], [0.111, 0.807, -2.284], [1.598, -0.091, 0.318], [1.493, 1.635, -0.282]],
  "nbo_charge": [-0.59, 0.66, -0.49, 0.07, -0.44, -0.44, 0.12, 0.20, 0.23, 0.22, 0.26, 0.22]
}

=====

Entry 9:
{
  "formula": "C4H6O2",
  "method": "ωB97M-V with the def2-TZVPD basis set",
  "orbital_gap_ev": 10.34,
  "smiles": "O=CC[C@H]1CO1",
  "energy_ev": -8336.5383,
  "molar_mass_g_mol": 86.09,
  "elements": ["O", "C", "C", "C", "C", "O", "H", "H", "H", "H", "H", "H"],
  "coordinates": [[-0.705, -1.405, 1.685], [-1.209, -0.353, 1.371], [-0.639, 0.559, 0.318], [0.767, 0.243, -0.189], [1.045, -0.413, -1.582], [1.019, 0.976, -1.334], [-2.148, -0.004, 1.859], [-0.581, 1.580, 0.727], [-1.364, 0.634, -0.510], [1.523, 0.009, 0.543], [2.054, -0.804, -1.696], [0.238, -1.023, -1.192]],
  "nbo_charge": [-0.52, 0.44, -0.56, 0.08, -0.22, -0.46, 0.11, 0.25, 0.25, 0.20, 0.19, 0.23]
}

=====

Entry 10:
{
  "formula": "C4H6O2",
  "method": "ωB97M-V with the def2-TZVPD basis set",
  "orbital_gap_ev": 10.63,
  "smiles": "C=COC(C)=O",
  "energy_ev": -8339.4320,
  "molar_mass_g_mol": 86.09,
  "elements": ["C", "C", "O", "C", "C", "O", "H", "H", "H", "H", "H", "H"],
  "coordinates": [[1.589, 0.243, -1.245], [0.366, 0.677, -0.503], [0.259, 1.634, 0.211], [-1.142, -0.599, 1.500], [-1.560, -0.406, 0.260], [-0.651, -0.216, -0.763], [1.317, 0.088, -2.290], [1.919, -0.720, -0.841], [2.380, 0.985, -1.143], [-0.077, -0.659, 1.705], [-1.824, -0.634, 2.335], [-2.592, -0.407, -0.075]],
  "nbo_charge": [-0.72, 0.80, -0.55, -0.45, 0.13, -0.54, 0.24, 0.24, 0.24, 0.20, 0.22, 0.19]
}